--- one ---
DFT (ωB97M-V/def2-TZVPD) results for 2 unconnected molecules or ions with the total composition C2H6BNO.

```
11
C2H6BNO ωB97M-V/def2-TZVPD
H 2.46974 1.89263 0.14733
B 1.40596 1.94840 0.55693
N 0.26008 2.07526 0.99719
H -0.57587 2.32332 1.36560
C -0.95971 -1.47191 -0.05089
C -0.05726 -0.81008 -1.15999
O -0.05848 0.38769 -1.38355
H -0.30400 -1.26672 0.91390
H -1.87129 -0.91387 0.18930
H -1.01543 -2.55164 -0.23082
H 0.70626 -1.61309 -1.34498
```

## Properties
SMILES	[H]/B=N\[H].CC=O
HOMO-LUMO gap	10.650	eV
HOMO energy	-9.8066	eV



--- two ---
DFT (ωB97M-V/def2-TZVPD) results for 2 unconnected molecules or ions with the total composition C2H6BNO.

```
11
C2H6BNO ωB97M-V/def2-TZVPD
C 0.90234 0.22300 -0.71144
C 0.72654 -0.70794 0.49274
N 0.63464 0.85499 0.55650
H 1.94007 0.19986 -1.06171
H 0.18345 -0.25033 -1.33442
H -0.09094 -1.19377 0.94076
H 1.68633 -1.09502 0.99009
H 1.53855 0.96384 0.99170
B -2.31390 0.40558 -0.13506
O -2.06758 -0.65510 -0.65449
H -3.13950 1.25489 -0.07467
```

## Properties
SMILES	C1CN1.B=O
HOMO-LUMO gap	10.497	eV
HOMO energy	-9.6824	eV



Each structure's energy above the most stable one, in kJ/mol: one 0.0; two 77.3.